Record 1
Molecular formula: ClH2O3P
Method: DFT, the ωB97M-V functional and the def2-TZVPD basis

Results
HOMO-LUMO gap ... 10.90 eV
Spin multiplicity ... 1
SMILES ... O=P(O)(O)Cl

Structure (XYZ):
```
7
Properties=species:S:1:pos:R:3:forces:R:3:mulliken_charge:R:1
O 0.8614 1.1863 0.0548 2.5733 0.9056 0.2437 -0.6089
Cl 1.0732 -1.5200 1.5126 -0.4169 0.5003 -1.0037 -0.1624
O -1.0927 0.2271 0.7577 -1.8575 -1.7121 0.5401 -0.4868
O 0.2658 -0.7939 -1.2516 -1.3960 0.1275 -0.1287 -0.4703
P 0.3378 -0.1612 0.2206 -0.3236 1.9198 -1.0086 0.9632
H -1.2130 1.1588 0.5119 0.1611 -0.2185 0.2709 0.3873
H -0.2326 -0.0970 -1.8061 1.2595 -1.5226 1.0863 0.3780
```
Forces are in eV/Å.

=====

Record 2
Molecular formula: ClH2O3PS
Method: DFT, the ωB97M-V functional and the def2-TZVPD basis

Results
HOMO-LUMO gap ... 9.86 eV
Spin multiplicity ... 1
SMILES ... OO[P@@](O)(=S)Cl

Structure (XYZ):
```
8
Properties=species:S:1:pos:R:3:forces:R:3:mulliken_charge:R:1
O 1.5392 0.6770 1.2159 -0.7375 -0.8322 -0.2896 -0.2745
O 0.2920 -0.3563 -1.4371 -3.1893 -0.4135 -0.5046 -0.4948
O 0.3577 -0.2140 1.0571 0.3766 0.0616 0.9902 -0.2313
P -0.7289 -0.0681 -0.1300 2.3239 -1.6426 -1.6446 0.7662
S -2.1799 -1.3149 0.0644 0.6418 0.8689 0.0537 -0.3056
Cl -1.0503 1.8556 -0.3366 -0.3612 0.8339 0.1504 -0.1533
H 2.1014 0.0783 1.7709 -0.7872 0.4147 -0.6335 0.3448
H -0.3312 -0.6575 -2.2047 1.7329 0.7093 1.8779 0.3485
```
Forces are in eV/Å.

=====

Record 3
Molecular formula: ClH2O3PS
Method: DFT, the ωB97M-V functional and the def2-TZVPD basis

Results
HOMO-LUMO gap (alpha / beta) ... 8.06 / 3.59 eV
Spin multiplicity ... 1

Structure (XYZ):
```
8
Properties=species:S:1:pos:R:3:forces:R:3:mulliken_charge:R:1
O 0.3323 -1.7060 -0.3280 0.3200 -1.8447 -0.1272 -0.2560
O -1.8893 1.1519 0.2446 -0.4664 0.6260 -0.0032 -0.4158
O -0.2383 -0.4063 -0.2113 1.7985 0.0159 -0.4122 -0.1792
P -1.7123 -0.4015 0.5218 0.0017 -0.8006 0.3474 0.5359
S -3.0427 -1.6614 -0.0765 0.1811 0.2202 -0.0281 -0.2724
Cl 3.2866 -1.1883 0.2140 0.2362 0.0265 0.0784 -0.0555
H 1.3575 -1.7639 -0.3884 -2.1147 1.7667 0.2340 0.2909
H -1.3001 1.5204 -0.4257 0.0435 -0.0100 -0.0891 0.3520
```
Forces are in eV/Å.

=====

Record 4
Molecular formula: ClH3N2S
Method: DFT, the ωB97M-V functional and the def2-TZVPD basis

Results
HOMO-LUMO gap ... 9.88 eV
Spin multiplicity ... 1

Structure (XYZ):
```
7
Properties=species:S:1:pos:R:3:forces:R:3:mulliken_charge:R:1
N -0.1600 -0.7482 -0.5648 -1.5196 -3.6487 0.7182 -0.4363
N 0.1434 1.2583 0.3533 -0.7637 5.2099 4.0877 -0.5346
S 0.7879 0.5032 -0.7149 2.8417 0.2094 -2.1182 0.3888
Cl 2.7125 -0.1388 0.1422 0.2897 -0.3970 -0.0597 -0.3505
H 0.2699 -1.6878 -0.4817 -0.1580 0.8981 -0.5938 0.3028
H 0.5557 2.1853 0.7142 -0.8659 -1.9118 -1.4192 0.2791
H -0.6825 -0.5462 0.3094 0.1758 -0.3599 -0.6151 0.3508
```
Forces are in eV/Å.

=====

Record 5
Molecular formula: ClH3N2S
Method: DFT, the ωB97M-V functional and the def2-TZVPD basis

Results
HOMO-LUMO gap ... 8.68 eV
Spin multiplicity ... 1

Structure (XYZ):
```
7
Properties=species:S:1:pos:R:3:forces:R:3:mulliken_charge:R:1
N -3.3081 1.6235 0.2009 -0.1605 0.8495 -0.2191 -0.1298
N 0.0401 -0.1187 -0.1695 -4.1889 2.0688 0.9145 -0.6711
S -4.5292 1.0228 -0.2707 0.7479 -1.0141 0.4912 0.3754
Cl -4.3341 -1.1028 0.1491 -0.5527 0.1563 -0.2689 -0.2466
H 0.9402 0.0225 0.1567 2.5077 0.2539 0.6354 0.2148
H -0.5139 -0.1891 0.7593 0.9686 -0.1394 -1.9645 0.2307
H -0.2673 0.8787 -0.4736 0.6780 -2.1749 0.4114 0.2267
```
Forces are in eV/Å.

=====

Record 6
Molecular formula: ClH3NO2P
Method: DFT, the ωB97M-V functional and the def2-TZVPD basis

Results
HOMO-LUMO gap ... 10.48 eV
Spin multiplicity ... 1
SMILES ... N=P(O)(O)Cl

Structure (XYZ):
```
8
Properties=species:S:1:pos:R:3:forces:R:3:mulliken_charge:R:1
N -0.6131 1.2244 0.9380 -0.3181 -2.4998 1.8510 -0.5712
O -0.3106 -1.4645 -0.3694 0.3793 2.9170 1.0112 -0.4822
O 0.2639 0.5764 -1.3973 0.8287 0.3888 -0.4539 -0.4668
P 0.1532 0.1626 0.1057 0.4985 -2.6590 -1.8274 0.8587
Cl 2.2129 -0.1223 0.3633 -1.1032 0.0148 0.4176 -0.2187
H -0.9068 0.7637 1.8657 0.4266 1.2686 -1.5403 0.2428
H -0.3285 -2.2018 0.2363 0.1180 -0.0155 0.7575 0.3134
H -0.4709 1.0615 -1.7422 -0.8299 0.5850 -0.2157 0.3239
```
Forces are in eV/Å.

=====

Record 7
Molecular formula: ClH3O3P
Method: DFT, the ωB97M-V functional and the def2-TZVPD basis

Results
HOMO-LUMO gap ... 13.23 eV
Spin multiplicity ... 1
Total charge ... +1

Structure (XYZ):
```
8
Properties=species:S:1:pos:R:3:forces:R:3:mulliken_charge:R:1
O 0.2224 0.0906 -1.3883 2.1196 0.3978 2.0927 -0.4075
O -1.2709 0.5413 0.4769 -0.6117 0.4227 0.6889 -0.3843
O 1.0831 -0.5532 0.8980 -0.0296 0.8721 -0.6263 -0.3953
P -0.1904 -0.4196 0.0178 0.6549 -0.8904 -1.5602 1.0751
Cl -0.7951 -2.2268 -0.3638 -0.5458 -0.2316 0.7090 -0.0417
H -0.3809 0.1206 -2.0923 -1.5343 0.0956 -1.7251 0.3433
H -1.5937 0.8454 1.3430 0.2698 -0.3865 -0.0779 0.4102
H 1.8782 -0.1331 0.4901 -0.3228 -0.2796 0.4990 0.4003
```
Forces are in eV/Å.

=====

Record 8
Molecular formula: ClH3O3P
Method: DFT, the ωB97M-V functional and the def2-TZVPD basis

Results
HOMO-LUMO gap ... 12.89 eV
Spin multiplicity ... 1
Total charge ... +1

Structure (XYZ):
```
8
Properties=species:S:1:pos:R:3:forces:R:3:mulliken_charge:R:1
O -0.6713 0.4607 -1.0708 2.0589 -1.3743 0.7214 -0.3522
O 0.8604 0.9176 1.0180 -2.1029 -1.5311 0.7377 -0.3546
O 0.8326 -1.2068 -0.4012 -1.5529 -2.0761 0.5002 -0.3951
P -0.0123 -0.0557 0.2288 -1.9206 -0.4705 -0.3927 0.9988
Cl -1.5338 -0.5930 1.5225 2.0365 0.4649 -1.4113 -0.0578
H -1.3304 1.0404 -1.3548 -1.8764 1.7634 -0.0917 0.3661
H 1.5875 1.4541 0.8000 1.7414 1.0811 -0.8834 0.3854
H 0.2673 -2.0173 -0.7425 1.6160 2.1426 0.8197 0.4093
```
Forces are in eV/Å.

=====

Record 9
Molecular formula: ClH3OSi
Method: DFT, the ωB97M-V functional and the def2-TZVPD basis

Results
HOMO-LUMO gap ... 9.35 eV
Spin multiplicity ... 1
SMILES ... [SiH3]OCl

Structure (XYZ):
```
6
Properties=species:S:1:pos:R:3:forces:R:3:mulliken_charge:R:1
O -1.7010 0.7482 0.2499 -5.9470 0.4525 -0.8157 -0.1948
Si -0.2841 0.0908 -0.0297 1.3677 2.7471 2.8941 0.4474
Cl -3.3974 0.0334 -0.2105 2.7577 0.6851 0.6402 0.0104
H 0.1602 -0.3757 -1.2113 0.7712 -0.8574 -2.9670 -0.1128
H 0.1547 1.5506 0.4896 0.4952 -1.5660 -0.7975 -0.0437
H -0.0334 -0.8173 1.0005 0.5552 -1.4612 1.0459 -0.1063
```
Forces are in eV/Å.

=====

Record 10
Molecular formula: ClH3SSi
Method: DFT, the ωB97M-V functional and the def2-TZVPD basis

Results
HOMO-LUMO gap (alpha / beta) ... 7.23 / 6.55 eV
Spin multiplicity ... 1

Structure (XYZ):
```
6
Properties=species:S:1:pos:R:3:forces:R:3:mulliken_charge:R:1
Si 0.2726 -0.3089 0.9587 -2.0468 2.1350 -1.2515 0.4565
S -0.1837 1.0675 -2.0732 1.7360 -2.4181 0.4596 -0.3917
Cl 1.7164 -1.5931 0.6620 0.9433 -0.7821 0.0933 -0.0828
H 0.0735 0.4917 2.1966 1.0660 0.0360 -0.1494 -0.0287
H -1.1035 -0.6908 0.7697 -0.3234 -0.8343 -0.3833 -0.0291
H -0.8296 1.9412 -1.4324 -1.3752 1.8636 1.2314 0.0758
```
Forces are in eV/Å.

=====

Listing energy relative to the best compared isomer or geometry (same formula, charge and spin) for the structures above in their given order: 0.0, 130.3, 511.9, 28.4, 40.6, 51.6, 0.0, 35.7, 499.4, 303.0 kJ/mol.
Listing strongest force on any atom for the structures above in their given order: 2.74, 3.29, 2.77, 6.67, 4.76, 3.26, 3.01, 2.81, 6.02, 3.21 eV Å⁻¹.
Listing DFT total energy for the structures above in their given order: -1028.56136, -1426.63637, -1426.49104, -969.62387, -969.61925, -1008.63337, -1028.89663, -1028.88303, -826.61476, -1149.59366 a.u..